Entry 1:
17
Properties=species:S:1:pos:R:3 method="wB97M-V/def2-TZVPD" max_force_ev_per_a=5.722 de_lowest_kcal_mol=45.6 multiplicity=1 lumo_ev=0.52 total_energy_ha=-1033.53127
C -2.71 1.08 0.95
C -1.31 0.97 1.10
C -3.22 0.28 -0.05
C -0.74 0.06 0.26
C 2.42 0.16 -1.52
O 1.17 -2.15 -0.30
O 1.84 -0.29 1.60
Si 1.05 -0.63 0.25
S -2.01 -0.66 -0.78
H -3.24 1.90 1.42
H -0.75 1.69 1.69
H -4.23 0.11 -0.41
H 2.01 0.06 -2.53
H 2.50 1.24 -1.27
H 3.29 -0.45 -1.42
H 1.77 -2.27 -1.01
H 2.15 -1.09 2.03



Entry 2:
16
Properties=species:S:1:pos:R:3 method="wB97M-V/def2-TZVPD" max_force_ev_per_a=3.458 de_lowest_kcal_mol=37.9 multiplicity=1 lumo_ev=0.76 total_energy_ha=-420.99569
C -1.18 -0.60 -1.19
C -0.64 -0.22 0.17
C 1.54 -1.63 0.55
C 0.83 -0.51 0.42
H -1.31 -0.52 0.98
H -1.52 -1.64 -1.19
H -2.05 0.02 -1.44
H -0.44 -0.48 -1.98
H 1.06 -2.60 0.45
H 2.60 -1.59 0.74
C -0.10 1.27 0.34
O -0.24 2.12 -0.78
O -0.54 1.93 1.53
O 1.24 0.76 0.48
H 0.61 2.01 -1.23
H 0.14 1.67 2.17



Entry 3:
16
Properties=species:S:1:pos:R:3 method="wB97M-V/def2-TZVPD" max_force_ev_per_a=1.583 de_lowest_kcal_mol=7.4 multiplicity=1 lumo_ev=0.72 total_energy_ha=-421.04430
O -0.11 -1.07 -2.50
C -1.16 -0.75 -2.00
C -1.26 -0.10 -0.66
C -0.08 0.88 -0.40
C 1.15 0.18 0.20
C 0.93 -0.32 1.60
O 0.53 -1.41 1.90
O 1.24 0.63 2.52
H -2.11 -1.06 -2.48
H -1.29 -0.90 0.09
H -2.16 0.50 -0.50
H -0.44 1.64 0.30
H 0.20 1.45 -1.28
H 1.99 0.86 0.13
H 1.34 -0.76 -0.33
H 1.23 0.24 3.41



Entry 4:
16
Properties=species:S:1:pos:R:3 method="wB97M-V/def2-TZVPD" max_force_ev_per_a=6.335 de_lowest_kcal_mol=190.2 multiplicity=1 lumo_ev=0.61 total_energy_ha=-420.75294
O -0.70 0.34 1.73
C -0.43 -0.56 0.66
C 1.00 -0.74 0.39
O 1.50 0.60 0.67
C 0.41 1.31 -0.02
C -0.34 0.26 -0.83
O 0.18 -0.02 -2.12
C -1.45 -0.75 -0.39
H -0.84 -0.38 2.49
H 1.39 -1.33 -0.65
H 1.25 -1.46 1.26
H -0.26 1.85 0.64
H 1.01 2.30 -0.44
H 1.12 0.47 -2.36
H -2.21 -0.25 0.03
H -1.62 -1.66 -1.06



Entry 5:
16
Properties=species:S:1:pos:R:3 method="wB97M-V/def2-TZVPD" max_force_ev_per_a=7.176 de_lowest_kcal_mol=149.3 multiplicity=1 lumo_ev=0.78 total_energy_ha=-420.81809
C -1.07 -0.75 1.07
O -1.18 0.72 0.73
C -0.13 1.39 0.07
C -0.10 0.72 -1.27
O -0.62 -0.71 -1.17
C 0.00 -1.08 0.16
C 1.31 -0.26 0.28
O 1.04 1.16 0.73
H -2.01 -1.21 0.79
H -0.98 -0.83 2.27
H -0.29 2.52 -0.24
H -0.80 1.01 -2.35
H 1.14 0.90 -1.69
H -0.24 -2.28 0.09
H 1.84 -0.89 1.17
H 2.09 -0.42 -0.64



Entry 6:
16
Properties=species:S:1:pos:R:3 method="wB97M-V/def2-TZVPD" max_force_ev_per_a=8.034 de_lowest_kcal_mol=139.4 multiplicity=1 lumo_ev=0.12 total_energy_ha=-420.83394
C -1.13 1.29 -1.69
C 0.06 1.19 -0.60
C 1.31 1.09 -0.46
C 0.43 0.06 1.30
C 0.07 -1.49 1.22
H -1.83 1.90 -1.16
H -1.61 0.24 -1.63
H -0.98 1.61 -2.89
H 2.25 0.80 -1.09
H 0.41 0.24 2.46
H -1.07 -1.79 1.53
H 0.77 -2.03 1.90
H -0.25 -2.85 -0.25
O 1.57 0.57 0.73
O 0.49 -1.82 -0.06
O -0.50 0.98 0.69



Entry 7:
16
Properties=species:S:1:pos:R:3 method="wB97M-V/def2-TZVPD" max_force_ev_per_a=7.366 de_lowest_kcal_mol=175.0 multiplicity=1 lumo_ev=0.65 total_energy_ha=-420.77716
O 2.06 -0.39 -0.26
C 0.89 0.34 0.36
C 0.05 -0.75 1.12
O -0.73 -1.48 0.17
C -0.57 -0.88 -1.01
C -0.48 0.66 -0.54
O -1.61 0.75 0.25
C 0.40 1.67 -0.06
H 2.85 0.16 -0.28
H 0.56 -1.46 1.74
H -0.58 -0.07 1.73
H -1.55 -0.86 -1.88
H 0.21 -1.45 -1.74
H -2.13 1.52 -0.11
H 1.10 2.47 -0.76
H 0.17 2.39 0.83



Entry 8:
16
Properties=species:S:1:pos:R:3 method="wB97M-V/def2-TZVPD" max_force_ev_per_a=3.483 de_lowest_kcal_mol=51.4 multiplicity=1 lumo_ev=0.52 total_energy_ha=-420.97420
C 1.81 -0.65 -0.22
C 0.30 -1.12 0.39
O 0.13 -2.22 0.84
C -0.58 0.11 0.39
C -1.42 0.16 -0.87
O -1.36 0.18 1.57
C 0.45 1.28 0.45
O 0.55 2.14 -0.42
H 2.51 0.08 0.19
H 1.65 -0.52 -1.30
H 2.39 -1.57 -0.09
H -1.64 -0.83 -1.29
H -2.40 0.63 -0.73
H -0.99 0.70 -1.71
H -2.30 0.20 1.33
H 0.91 1.41 1.45



Entry 9:
17
Properties=species:S:1:pos:R:3 method="wB97M-V/def2-TZVPD" max_force_ev_per_a=3.900 de_lowest_kcal_mol=62.5 multiplicity=1 lumo_ev=0.37 total_energy_ha=-819.13305
C 0.10 0.86 -0.96
C -0.98 1.68 -0.42
C 0.43 -0.30 -0.09
C 1.70 -0.20 0.73
C -0.06 -1.62 -0.62
O 0.59 1.05 -2.02
O -2.55 -0.25 0.79
O -1.05 0.85 2.34
S -1.30 0.43 0.99
H -0.80 2.71 -0.15
H -1.94 1.66 -0.96
H 1.64 -0.63 1.73
H 2.36 0.71 0.70
H 2.40 -0.93 0.35
H 0.16 -2.59 -0.02
H 0.44 -1.85 -1.52
H -1.13 -1.60 -0.87



Entry 10:
18
Properties=species:S:1:pos:R:3 method="wB97M-V/def2-TZVPD" max_force_ev_per_a=5.949 de_lowest_kcal_mol=59.9 s_squared=2.02 multiplicity=3 lumo_ev="0.58 / -2.59" total_energy_ha=-1217.13052
C 1.06 0.57 -0.22
C 0.76 -0.66 0.10
C -1.60 0.21 0.04
C 2.38 1.19 -0.52
C -2.27 0.36 1.35
O -1.00 -2.26 -0.86
O 2.84 -1.73 0.25
O -2.31 -0.25 -1.01
S -0.45 1.49 -0.46
S -0.67 -1.55 0.36
H 2.57 1.45 -1.54
H 3.15 0.62 -0.25
H 2.25 2.24 -0.06
H -2.72 1.29 1.37
H -1.56 0.40 2.09
H -3.06 -0.34 1.57
H 2.67 -1.88 -0.68
H -2.02 -1.13 -1.52



Entry 11:
17
Properties=species:S:1:pos:R:3 method="wB97M-V/def2-TZVPD" max_force_ev_per_a=3.652 charge=-2 de_lowest_kcal_mol=36.9 multiplicity=1 lumo_ev=6.44 total_energy_ha=-496.26700
C -0.28 -2.20 -0.47
C -0.41 -0.82 0.24
C -0.92 -3.19 0.73
O -0.40 -3.10 1.86
O -2.03 -3.74 0.47
H -1.04 -2.51 -1.27
H 0.80 -2.40 -0.56
H -0.65 -0.94 1.32
H -1.20 -0.14 -0.08
H 0.57 -0.41 0.27
C -0.06 2.34 -0.43
C 1.17 3.28 -0.85
O 1.89 2.85 -1.76
O 1.31 4.24 -0.05
H -1.04 2.36 -0.85
H -0.07 2.77 0.57
H 0.08 1.27 -0.47



Entry 12:
17
Properties=species:S:1:pos:R:3 method="wB97M-V/def2-TZVPD" max_force_ev_per_a=3.782 charge=-2 de_lowest_kcal_mol=23.5 multiplicity=1 lumo_ev=6.49 total_energy_ha=-496.28845
C 1.24 1.07 0.31
C 1.76 -0.35 0.43
C 1.30 1.91 1.63
O 0.37 2.76 1.69
O 2.26 1.89 2.43
H 1.79 1.54 -0.39
H 0.20 1.10 0.00
H 1.67 -0.79 1.41
H 2.89 -0.45 0.29
H 1.16 -1.15 -0.24
C -1.93 -0.90 -0.49
C -2.28 -1.29 -1.94
O -2.86 -0.33 -2.58
O -2.09 -2.47 -2.23
H -1.71 -1.88 0.13
H -2.66 -0.35 0.03
H -1.08 -0.31 -0.49



Entry 13:
17
Properties=species:S:1:pos:R:3 method="wB97M-V/def2-TZVPD" max_force_ev_per_a=1.959 de_lowest_kcal_mol=98.5 multiplicity=1 lumo_ev=-0.12 total_energy_ha=-496.14574
C 0.78 0.17 0.33
C -1.10 0.50 0.38
C 0.01 -2.09 -1.05
C -0.22 1.63 0.36
C -0.08 -1.49 0.33
O -0.18 2.36 1.52
O 1.52 0.23 -0.70
O 0.11 2.29 -0.77
O -0.30 -2.09 1.34
H 0.48 3.06 1.41
H 0.90 1.66 -1.16
H 1.11 0.02 1.35
H -1.62 0.26 -0.54
H -1.56 0.23 1.32
H 1.00 -2.54 -1.15
H -0.75 -2.87 -1.14
H -0.08 -1.33 -1.82



Entry 14:
17
Properties=species:S:1:pos:R:3 method="wB97M-V/def2-TZVPD" max_force_ev_per_a=3.724 de_lowest_kcal_mol=138.5 multiplicity=1 lumo_ev="-0.66 / -0.30" total_energy_ha=-496.08197
C -1.32 1.66 -0.78
O -0.18 0.98 -1.32
C 1.08 1.28 -0.84
O 2.07 1.37 -1.52
O 1.05 1.58 0.48
H -1.17 2.62 -0.28
H -1.98 1.86 -1.62
H -1.79 0.98 -0.06
H 1.99 1.58 0.72
C -0.58 -0.98 1.59
C -0.32 -1.41 0.37
C 0.45 -2.51 -0.20
O 1.10 -1.28 -0.21
H -1.41 -0.35 1.87
H 0.08 -1.23 2.42
H 0.85 -3.23 0.51
H 0.08 -2.92 -1.14



Entry 15:
15
Properties=species:S:1:pos:R:3 method="wB97M-V/def2-TZVPD" max_force_ev_per_a=3.696 de_lowest_kcal_mol=105.7 multiplicity=1 lumo_ev=0.57 total_energy_ha=-668.57002
C -0.02 1.33 0.93
C -2.75 0.31 -0.69
C -1.95 0.46 -1.75
C 0.90 0.37 0.84
C 2.99 -1.46 0.77
O -0.62 2.35 1.16
S 1.37 -1.08 1.57
H -0.38 0.52 0.15
H -3.51 1.11 -0.47
H -2.55 -0.52 -0.12
H -1.16 -0.18 -2.05
H -2.11 1.38 -2.41
H 3.04 -2.51 0.81
H 3.71 -1.02 1.46
H 3.03 -1.05 -0.20



Entry 16:
15
Properties=species:S:1:pos:R:3 method="wB97M-V/def2-TZVPD" max_force_ev_per_a=4.746 de_lowest_kcal_mol=62.9 multiplicity=1 lumo_ev=-0.10 total_energy_ha=-668.63831
C -1.24 1.36 -0.20
C -0.74 0.68 0.87
C -0.83 0.55 -1.47
C -0.05 -0.45 0.31
C 0.52 -1.72 0.98
O -0.37 -0.67 -0.98
S 2.06 0.74 0.27
H -1.73 2.38 -0.25
H -0.77 1.09 1.87
H -1.73 0.45 -2.22
H 0.09 1.17 -1.94
H 0.95 -1.52 2.06
H 1.26 -2.02 0.33
H -0.28 -2.49 1.19
H 2.85 0.44 -0.83